Record 1
This record from the OMol25 dataset describes a single C6H10 molecule. The level of theory is the ωB97M-V functional and the def2-TZVPD basis.

The geometry in XYZ format:
```
16
Properties=species:S:1:pos:R:3:nbo_charge:R:1
C 2.1119 0.2690 0.3407 -0.649
C 0.6320 0.4712 0.1898 0.021
C -0.0219 1.5538 -0.2374 -0.200
C -1.3758 0.8991 -0.2857 -0.415
C -0.6726 -0.3245 0.3879 -0.220
C -0.8701 -1.6928 -0.2408 -0.612
H 2.5205 -0.4271 -0.4037 0.220
H 2.6022 1.2356 0.1672 0.220
H 2.4214 -0.0892 1.3282 0.217
H 0.3162 2.5632 -0.4478 0.197
H -2.2003 1.3735 0.2582 0.198
H -1.7104 0.6730 -1.3066 0.201
H -0.9706 -0.3709 1.4450 0.200
H -1.9289 -1.9800 -0.2007 0.210
H -0.5565 -1.6969 -1.2904 0.204
H -0.2970 -2.4569 0.2962 0.209
```

The calculated total energy is -6382.75260 eV. The value obtained for the HOMO energy is -8.95 eV. The SMILES is CC1=CC[C@H]1C. Its largest force on an atom is 0.25 eV/Å.


Record 2
This record from the OMol25 dataset describes a single C6H10 molecule. The level of theory is the ωB97M-V functional and the def2-TZVPD basis.

The geometry in XYZ format:
```
16
Properties=species:S:1:pos:R:3:nbo_charge:R:1
C -1.1747 1.2447 0.1063 -0.185
C -0.5963 2.3319 0.6157 -0.405
C 0.5719 -0.3581 0.6588 -0.134
C -0.4483 -0.0826 -0.1473 -0.074
C -0.4078 -0.4901 -1.6039 -0.638
C 1.1658 -1.7324 0.8952 -0.656
H -2.1302 1.1666 -0.4087 0.196
H 0.1962 2.2861 1.3622 0.190
H -0.8533 3.3731 0.4336 0.202
H 1.2175 0.3682 1.1619 0.195
H -1.0530 -1.3460 -1.8764 0.213
H -0.8158 0.3167 -2.2158 0.227
H 0.6288 -0.7540 -1.8527 0.222
H 2.1132 -1.7838 1.4024 0.213
H 0.4239 -2.2315 1.5031 0.227
H 1.1620 -2.3088 -0.0344 0.208
```

The calculated total energy is -6381.04884 eV. The value obtained for the HOMO energy is -7.89 eV. The SMILES is C=C/C(C)=C/C. Its largest force on an atom is 2.65 eV/Å.